(1)
Formula: C9H18F3NOSi
Source: the OMol25 dataset
Level of theory: ωB97M-V with the def2-TZVPD basis set

Last column: Mulliken charge in e.
Geometry (Å):
C: 3.688 -0.132 2.122  -1.121
C: 3.595 -0.224 0.545  -0.753
C: 2.538 0.645 -0.034  -0.260
C: 1.185 0.064 0.168  -0.684
Si: -0.365 0.602 -0.749  0.052
C: -0.849 0.003 -2.417  -1.028
C: -0.621 2.511 -0.671  -1.004
O: -1.490 -0.048 0.329  -0.167
C: -2.842 -0.306 0.447  0.153
C: -3.196 -1.619 0.348  0.568
C: -2.297 -2.698 0.044  -0.974
F: -4.516 -1.950 0.382  -0.276
N: -3.871 0.663 0.634  0.116
F: -4.197 1.463 -0.476  -0.196
F: -3.371 1.624 1.462  -0.167
H: 3.910 0.894 2.252  0.310
H: 2.676 -0.373 2.586  0.286
H: 4.559 -0.716 2.418  0.358
H: 3.450 -1.262 0.400  0.365
H: 4.626 0.174 0.266  0.325
H: 2.645 1.671 0.165  0.423
H: 2.841 0.545 -1.147  0.219
H: 1.054 0.123 1.189  0.384
H: 1.326 -1.031 0.053  0.327
H: -1.873 0.336 -2.827  0.304
H: -0.054 0.477 -3.000  0.389
H: -0.785 -1.065 -2.608  0.362
H: -1.596 3.057 -0.551  0.334
H: -0.003 2.711 0.291  0.248
H: 0.106 2.937 -1.416  0.339
H: -2.363 -3.475 0.840  0.333
H: -2.661 -3.134 -0.866  0.309
H: -1.249 -2.468 -0.180  0.129

Computed properties:
E_LUMO (eV): 0.60
HOMO (Eh): -0.3346
2S+1: 1
Gap between HOMO and LUMO (eV): 9.703


(2)
Formula: C38H46N4OSSbSi2Tc
Source: the OMol25 dataset
Level of theory: ωB97M-V with the def2-TZVPD basis set

Last column: Mulliken charge in e.
Geometry (Å):
Tc: 1.042 -0.682 -1.364  -0.487
C: 2.683 0.720 1.161  -1.149
N: 2.858 -0.497 0.341  1.204
C: 2.794 -1.634 1.286  -1.604
C: 4.164 -0.505 -0.348  -1.529
C: 4.066 -0.770 -1.819  1.289
C: 5.258 -0.876 -2.538  -0.798
C: 5.243 -1.039 -3.907  -0.452
C: 4.019 -1.070 -4.571  -0.921
C: 2.845 -0.968 -3.856  0.250
C: 2.837 -0.838 -2.463  0.283
H: 3.399 0.696 1.991  0.400
H: 1.676 0.724 1.546  -0.300
H: 2.820 1.619 0.565  0.544
H: 3.510 -1.493 2.105  0.445
H: 2.996 -2.569 0.765  0.399
H: 1.812 -1.681 1.742  0.204
H: 4.811 -1.247 0.128  0.443
H: 4.632 0.467 -0.182  0.420
H: 6.203 -0.825 -2.009  0.389
H: 6.171 -1.126 -4.458  0.348
H: 3.985 -1.172 -5.648  0.416
H: 1.901 -0.959 -4.386  0.449
S: -0.307 1.364 0.116  0.010
Sb: -1.160 2.881 1.858  1.347
C: -3.166 2.369 2.261  0.680
C: -4.224 3.276 2.300  -0.209
C: -5.521 2.815 2.475  -0.662
C: -5.763 1.455 2.626  -0.523
C: -4.714 0.550 2.586  -0.697
C: -3.412 1.002 2.396  -0.480
C: 0.089 2.490 3.510  0.665
C: 0.275 1.153 3.869  -0.608
C: 1.160 0.826 4.891  -0.523
C: 1.866 1.828 5.543  -0.523
C: 1.689 3.157 5.179  -0.556
C: 0.796 3.491 4.171  -0.474
C: -0.814 4.928 1.465  0.256
C: 0.512 5.233 1.136  -0.336
C: 0.862 6.529 0.784  -0.797
C: -0.102 7.527 0.740  -0.384
C: -1.425 7.225 1.046  -0.674
C: -1.782 5.935 1.413  -0.307
H: -4.052 4.338 2.190  0.290
H: -6.343 3.522 2.497  0.364
H: -6.777 1.098 2.767  0.381
H: -4.887 -0.513 2.688  0.416
H: -2.605 0.283 2.315  0.038
H: -0.236 0.361 3.332  0.036
H: 1.300 -0.214 5.155  0.493
H: 2.561 1.571 6.334  0.392
H: 2.245 3.939 5.684  0.381
H: 0.660 4.531 3.895  0.428
H: 1.262 4.448 1.129  0.436
H: 1.892 6.754 0.529  0.382
H: 0.174 8.536 0.458  0.370
H: -2.183 7.999 1.004  0.374
H: -2.815 5.722 1.649  0.269
C: -1.378 -0.090 -4.542  -1.214
Si: -1.495 -1.606 -3.431  0.504
C: -2.671 -1.196 -2.029  -0.697
C: -2.346 -2.761 -4.674  -1.280
C: 0.097 -2.354 -2.740  0.476
Si: -0.029 -4.105 -2.106  0.084
C: -1.298 -4.496 -0.779  -0.448
C: 1.678 -4.599 -1.478  -0.671
C: -0.487 -5.351 -3.459  -1.167
H: -2.384 0.106 -4.914  0.427
H: -0.745 -0.285 -5.414  0.302
H: -1.004 0.803 -4.052  0.263
H: -3.581 -0.738 -2.422  0.462
H: -2.207 -0.472 -1.349  -0.005
H: -2.968 -2.064 -1.437  0.244
H: -3.188 -2.222 -5.111  0.347
H: -2.740 -3.693 -4.274  0.307
H: -1.657 -3.014 -5.485  0.308
H: 0.813 -2.472 -3.562  -0.027
H: -1.040 -3.831 0.049  -0.488
H: -1.217 -5.530 -0.443  0.505
H: -2.318 -4.320 -1.122  0.302
H: 1.981 -3.938 -0.662  -0.204
H: 2.417 -4.498 -2.278  0.309
H: 1.715 -5.625 -1.108  0.386
H: -1.506 -5.226 -3.813  0.320
H: -0.415 -6.351 -3.024  0.285
H: 0.169 -5.328 -4.334  0.298
N: -0.144 -1.777 0.272  0.208
C: -0.763 -2.118 1.195  0.101
C: -1.405 -2.533 2.353  0.458
C: -0.597 -2.772 3.486  0.043
N: 0.087 -2.969 4.395  -0.662
C: -2.797 -2.766 2.374  -0.027
N: -3.933 -2.961 2.392  -0.751
O: 0.576 0.465 -2.538  -0.795

Computed properties:
Net charge: -1
E_LUMO (spin up / spin down) (eV): 1.79 / 1.67
HOMO (spin up / spin down) (Eh): -0.1266 / -0.1983
2S+1: 4
Gap between HOMO and LUMO (spin up / spin down) (eV): 5.235 / 7.061


(3)
Formula: C5H7NS2
Source: the OMol25 dataset
Level of theory: ωB97M-V with the def2-TZVPD basis set

Last column: Mulliken charge in e.
Geometry (Å):
C: 0.608 -0.273 0.057  0.711
C: -0.087 0.695 -0.977  -0.632
C: -1.323 0.671 0.129  -0.137
C: -0.051 0.522 1.230  -0.639
C: 0.003 -1.593 -0.013  -0.492
H: 2.977 0.539 -1.166  0.138
H: 0.288 1.758 -0.946  0.328
H: -0.320 0.462 -2.123  0.206
H: -2.130 1.564 0.389  0.269
H: 0.513 1.456 1.142  0.300
H: -0.008 -0.086 2.155  0.323
H: 0.807 -2.307 0.091  0.467
N: -1.210 -1.945 -0.058  -0.543
S: 2.354 -0.762 0.085  -0.312
S: -2.421 -0.700 0.007  0.014

Computed properties:
E_LUMO (eV): -0.84
HOMO (Eh): -0.3195
2S+1: 1
Gap between HOMO and LUMO (eV): 7.853


(4)
Formula: C37H35ClN2S2Si2Sr
Source: the OMol25 dataset
Level of theory: ωB97M-V with the def2-TZVPD basis set

Last column: Mulliken charge in e.
Geometry (Å):
C: -1.447 -1.017 4.350  -0.553
C: -1.881 -0.201 3.270  -0.716
C: -2.477 -1.049 2.298  -0.153
H: -1.799 0.883 3.232  0.428
C: -2.341 -2.395 2.737  -0.983
C: -1.706 -2.377 4.016  -0.779
H: -1.516 -3.235 4.665  0.606
H: -1.061 -0.667 5.303  0.475
H: -3.030 -0.718 1.419  0.521
H: -2.731 -3.282 2.230  0.400
Sr: 0.513 -1.531 2.285  1.327
Si: 1.246 2.442 -0.924  0.183
C: -0.231 3.483 -1.396  0.996
C: -0.060 4.499 -2.352  -0.583
H: 0.889 4.587 -2.886  0.345
C: -1.098 5.388 -2.637  -0.632
H: -0.932 6.201 -3.341  0.407
C: -2.346 5.239 -2.026  -0.479
H: -3.147 5.945 -2.235  0.408
C: -2.557 4.176 -1.146  -1.043
H: -3.533 4.007 -0.690  0.416
C: -1.513 3.303 -0.841  0.126
H: -1.736 2.472 -0.169  0.341
C: 0.811 0.599 -0.802  1.350
C: -0.540 0.179 -0.846  -0.286
H: -1.288 0.870 -1.215  0.488
C: -0.991 -1.142 -0.546  0.394
H: -2.050 -1.361 -0.449  0.826
C: -0.004 -2.170 -0.323  -3.007
H: -0.307 -3.179 -0.015  0.033
C: 1.330 -1.798 -0.789  0.810
H: 2.073 -2.593 -0.929  0.640
C: 1.751 -0.436 -0.838  -1.379
H: 2.822 -0.235 -0.921  0.537
H: 1.551 2.829 0.468  -0.211
Si: -0.012 -1.620 -2.130  0.237
C: 0.114 -3.141 -3.328  0.607
C: -0.504 -3.032 -4.584  -0.434
H: -1.247 -2.251 -4.758  0.293
C: -0.094 -3.824 -5.657  -0.619
H: -0.491 -3.638 -6.652  0.391
C: 0.875 -4.811 -5.456  -0.457
H: 1.225 -5.408 -6.296  0.370
C: 1.407 -5.012 -4.179  -0.629
H: 2.149 -5.792 -4.016  0.383
C: 1.039 -4.174 -3.114  -0.622
H: 1.512 -4.296 -2.135  0.239
C: -0.164 -0.283 -3.524  0.327
C: -1.435 0.205 -3.846  -0.154
H: -2.327 -0.225 -3.375  0.450
C: -1.562 1.251 -4.767  -0.755
H: -2.554 1.628 -5.014  0.424
C: -0.420 1.805 -5.352  -0.520
H: -0.516 2.641 -6.038  0.420
C: 0.842 1.294 -5.052  -0.702
H: 1.734 1.730 -5.501  0.413
C: 0.976 0.237 -4.140  -0.378
H: 1.966 -0.151 -3.880  0.363
H: 2.435 2.822 -1.630  -0.256
Cl: 2.709 -2.973 1.884  -0.704
C: -0.424 3.312 2.280  -0.351
C: 0.392 2.791 3.406  0.386
N: 0.733 1.544 3.629  0.003
C: 1.383 1.406 4.863  -0.025
C: 1.593 2.618 5.510  -0.621
S: 0.921 3.943 4.655  -0.232
C: 1.662 0.125 5.475  -0.121
C: 1.976 -0.053 6.816  -0.529
S: 2.058 -1.719 7.244  -0.204
C: 1.647 -2.130 5.566  0.440
N: 1.507 -1.084 4.781  0.335
C: 1.503 -3.549 5.158  -0.784
H: -1.360 3.757 2.664  0.520
H: 0.142 4.102 1.759  0.597
H: -0.649 2.491 1.586  -0.740
H: 2.077 2.688 6.474  0.380
H: 2.114 0.767 7.510  0.352
H: 1.911 -4.159 5.977  0.436
H: 0.441 -3.805 5.011  0.058
H: 2.053 -3.743 4.221  0.156

Computed properties:
E_LUMO (spin up / spin down) (eV): -0.45 / -0.57
HOMO (spin up / spin down) (Eh): -0.2432 / -0.2400
2S+1: 1
Gap between HOMO and LUMO (spin up / spin down) (eV): 6.167 / 5.959


(5)
Formula: C3H11N2S
Source: the OMol25 dataset
Level of theory: ωB97M-V with the def2-TZVPD basis set

Last column: Mulliken charge in e.
Geometry (Å):
C: 3.814 0.177 -0.061  -0.816
C: -2.450 0.896 0.377  -0.485
C: -1.625 -0.368 0.379  0.202
N: -1.910 -1.510 -0.344  -0.444
N: -1.260 0.880 -0.472  -0.229
S: 1.945 -0.055 0.063  -0.210
H: 4.204 -0.112 0.848  0.331
H: 3.795 1.224 -0.485  0.252
H: 4.292 -0.404 -0.752  0.353
H: -3.463 0.947 -0.210  0.294
H: -2.523 1.582 1.210  0.270
H: -0.831 -0.298 1.107  0.345
H: -1.210 -2.086 -0.672  0.208
H: -2.840 -1.864 -0.269  0.217
H: 1.998 -1.189 0.884  0.143
H: -1.447 0.747 -1.470  0.299
H: -0.489 1.433 -0.135  0.272

Computed properties:
Net charge: +1
E_LUMO (eV): -2.89
HOMO (Eh): -0.4652
2S+1: 1
Gap between HOMO and LUMO (eV): 9.765


(6)
Formula: C3H7PS
Source: the OMol25 dataset
Level of theory: ωB97M-V with the def2-TZVPD basis set

Last column: Mulliken charge in e.
Geometry (Å):
C: -1.158 1.934 -0.548  -0.665
C: -1.099 0.636 -0.195  0.275
C: -0.391 -0.350 -0.995  -0.885
P: 1.847 -1.170 1.822  -0.067
S: 1.746 -0.564 -0.204  -0.156
H: -1.616 2.709 -0.001  0.309
H: -0.470 2.256 -1.443  0.161
H: -1.241 0.331 0.886  0.242
H: -0.267 -0.079 -2.081  0.357
H: -0.743 -1.391 -1.000  0.326
H: 0.732 -1.968 2.057  0.045
H: 2.660 -2.345 1.701  0.057

Computed properties:
E_LUMO (eV): -0.50
HOMO (Eh): -0.3036
2S+1: 1
Gap between HOMO and LUMO (eV): 7.760


(7)
Formula: C8H18NOSi
Source: the OMol25 dataset
Level of theory: ωB97M-V with the def2-TZVPD basis set

Last column: Mulliken charge in e.
Geometry (Å):
C: 1.726 -2.049 0.010  -1.191
C: 2.373 -0.987 -0.499  0.051
C: -1.448 -1.720 -0.350  -0.483
C: -2.217 -1.175 0.887  -0.792
C: -1.984 -0.751 -1.445  -0.403
C: -1.622 0.114 1.476  -0.637
C: -1.101 3.082 -0.110  -1.153
C: 2.529 0.163 0.404  -0.514
N: 3.536 1.156 -0.172  -0.367
O: -1.487 0.561 -1.270  -0.339
Si: -0.972 1.221 0.113  0.533
H: 1.581 -2.953 -0.671  0.276
H: 1.418 -2.122 1.090  0.287
H: 2.640 -1.057 -1.462  0.470
H: -0.450 -1.543 -0.156  0.021
H: -1.773 -2.645 -0.731  0.508
H: -3.322 -0.918 0.699  0.335
H: -2.142 -1.868 1.609  0.456
H: -1.613 -1.127 -2.401  0.336
H: -3.167 -0.852 -1.440  0.282
H: -2.369 0.548 2.123  0.534
H: -0.813 0.111 2.254  0.386
H: -0.750 3.632 0.659  0.419
H: -0.528 3.428 -1.084  0.278
H: -2.086 3.393 -0.114  0.407
H: 2.642 0.023 1.513  0.272
H: 4.261 1.534 0.477  0.364
H: 3.110 2.041 -0.380  0.304
H: 4.028 0.757 -1.033  0.361

Computed properties:
Net charge: +1
E_LUMO (spin up / spin down) (eV): -4.23 / -4.23
HOMO (spin up / spin down) (Eh): -0.3739 / -0.3740
2S+1: 1
Gap between HOMO and LUMO (spin up / spin down) (eV): 5.948 / 5.953


Short version: ΔE to the lowest compared entry with this formula, charge and spin = 135.9; 0.0; 113.5; 23.5; 58.3; 51.1; 69.3 kcal per mole, in the order given.